Formula: FH3OSi
Source: OMol25
Level of theory: ωB97M-V with the def2-TZVPD basis set

Positions of all 6 atoms, in Å:
O  1.842749  -0.117638  0.133844
F  2.967579  0.310195  -0.852337
Si  0.228833  0.035140  -0.049393
H  -0.547646  1.267552  0.077464
H  -0.271967  -0.858390  -1.127945
H  0.250311  -0.077789  1.479814

Cartesian forces, eV/Å:
O 3.96 0.82 -0.66
F -2.53 -0.66 1.09
Si -1.25 0.23 0.81
H 0.14 0.62 -0.93
H -0.05 0.11 0.43
H -0.28 -1.11 -0.75

Gap between HOMO and LUMO (eV): 10.58
Total charge: 0
Max |F| (eV/Å): 4.10
Relative energy (zero: lowest compared OMol25 entry of this formula, charge and spin) (kcal per mole): 163.5
Lowest unoccupied orbital energy (eV): -0.97
Calculated total energy (hartree): -466.22985

Results of the Mulliken charge analysis, in e, for atoms 1 through 2:
1 O -0.055
2 F -0.211